Record 1
{
  "formula": "C38H37N6O5PS2Sn",
  "method": "ωB97M-V/def2-TZVPD",
  "species": ["Sn", "O", "C", "O", "C", "C", "C", "C", "C", "N", "H", "H", "H", "H", "C", "C", "C", "C", "C", "C", "N", "N", "C", "C", "C", "C", "C", "N", "H", "H", "H", "H", "H", "H", "H", "H", "H", "C", "C", "C", "C", "C", "C", "P", "C", "C", "C", "C", "C", "C", "C", "C", "C", "C", "C", "C", "H", "H", "H", "H", "H", "H", "H", "H", "H", "H", "H", "H", "H", "H", "N", "C", "C", "C", "N", "H", "H", "H", "H", "H", "H", "H", "H", "H", "H", "O", "S", "O", "O", "S"],
  "xyz": [[0.93859, 0.50054, -0.34618], [5.24429, 0.38264, 0.91362], [4.14459, 0.48574, 0.37182], [3.02749, 0.56684, 0.93462], [4.14219, 0.54384, -1.15998], [5.35369, 0.54584, -1.84158], [5.34669, 0.61914, -3.22118], [4.12319, 0.71174, -3.86818], [2.96359, 0.70484, -3.10948], [2.97879, 0.61624, -1.78998], [6.26319, 0.47824, -1.26328], [6.26999, 0.61154, -3.78848], [4.06039, 0.79364, -4.94278], [1.99829, 0.82964, -3.58238], [-3.62761, 1.89114, 4.16162], [-2.92691, 0.76484, 3.75032], [-1.80541, 0.89344, 2.96102], [-1.34611, 2.15264, 2.55212], [-2.06491, 3.28544, 2.97852], [-3.18501, 3.14774, 3.76952], [-0.24881, 2.25154, 1.73232], [0.40839, 3.35254, 1.88482], [1.38049, 3.70904, 1.02232], [2.19059, 4.78114, 1.45272], [3.13909, 5.28514, 0.59942], [3.24069, 4.74334, -0.67898], [2.42079, 3.67354, -1.00908], [1.53069, 3.15404, -0.19098], [-4.50231, 1.79054, 4.79072], [-3.25101, -0.22076, 4.06252], [-1.22891, 0.03324, 2.66262], [-1.71781, 4.25714, 2.65702], [-3.73101, 4.02724, 4.08862], [2.05169, 5.16204, 2.45402], [3.79439, 6.08654, 0.91832], [3.94419, 5.14254, -1.39508], [2.47999, 3.22194, -1.98918], [-4.12551, -3.40176, -1.36028], [-4.31991, -2.43556, -0.38338], [-3.25421, -2.00616, 0.38322], [-1.98471, -2.54866, 0.19042], [-1.79761, -3.51186, -0.79228], [-2.86631, -3.94256, -1.55938], [-0.61361, -1.81796, 1.14722], [-0.92271, -2.59756, 2.77912], [-2.06111, -3.32406, 3.11392], [-2.22871, -3.80776, 4.39872], [-1.27471, -3.56036, 5.36962], [-0.14531, -2.82216, 5.04982], [0.02399, -2.33376, 3.77002], [0.84929, -2.71006, 0.55352], [1.15979, -4.01136, 0.93392], [2.32259, -4.58296, 0.45692], [3.12789, -3.86186, -0.41158], [2.77419, -2.58306, -0.79958], [1.63419, -1.93866, -0.31438], [-4.95071, -3.71226, -1.98628], [-5.30111, -2.00416, -0.23668], [-3.38591, -1.22476, 1.12122], [-0.80541, -3.91496, -0.94748], [-2.70961, -4.69276, -2.32448], [-2.81301, -3.52526, 2.36342], [-3.11591, -4.37616, 4.64512], [-1.41461, -3.93526, 6.37382], [0.59639, -2.61736, 5.80832], [0.89499, -1.74656, 3.50962], [0.50559, -4.56736, 1.59882], [2.60809, -5.58126, 0.76602], [4.04969, -4.30156, -0.77378], [3.42739, -2.04576, -1.47638], [-0.09231, -0.84656, -2.51058], [-1.01211, -0.30156, -3.49828], [-2.38621, -0.05286, -2.88378], [-2.51681, 1.33014, -2.24118], [-1.48161, 1.60094, -1.24438], [0.77689, -1.11856, -2.95648], [-0.50021, -1.68386, -2.10608], [-1.12071, -0.99296, -4.35488], [-0.59871, 0.63754, -3.87278], [-2.58471, -0.83216, -2.14098], [-3.14651, -0.12426, -3.66878], [-3.51871, 1.39664, -1.79368], [-2.45961, 2.07664, -3.04068], [-1.90481, 1.73294, -0.33348], [-1.07951, 2.51514, -1.49448], [-0.89051, 4.04234, -2.35268], [-0.93681, 4.05344, -3.82038], [-2.18851, 3.50704, -4.36008], [-0.60121, 5.35904, -4.38498], [0.55909, 2.76774, -4.45008]],
  "forces_ev_per_angstrom": [[0.54, -1.18, -0.61], [0.51, -0.05, 0.06], [0.26, -0.01, 0.06], [-0.85, 0.14, -0.02], [0.53, 0.04, 0.32], [0.03, -0.07, 0.05], [-0.23, 0.03, -0.07], [0.15, -0.08, -0.02], [-0.07, 0.04, -0.73], [-0.34, -0.05, 0.36], [-0.03, 0.01, 0.07], [0.02, 0.02, 0.02], [-0.08, 0.04, -0.05], [-0.18, 0.06, -0.03], [0.10, -0.06, -0.03], [-0.25, 0.01, 0.26], [0.63, 0.31, -0.40], [-1.61, 0.18, 1.61], [0.44, -0.15, -0.35], [-0.24, 0.02, 0.17], [2.59, 2.60, -1.02], [-3.26, -2.54, 1.80], [2.19, 0.81, -1.75], [-0.64, -0.69, 0.17], [0.34, -0.04, -0.57], [0.06, 0.24, 0.57], [0.26, 0.02, -0.50], [-0.54, 0.26, 0.82], [-0.05, 0.00, -0.02], [0.04, -0.04, -0.01], [-0.06, -0.03, -0.04], [-0.06, 0.02, -0.02], [0.02, 0.04, -0.04], [-0.06, 0.05, 0.01], [-0.05, 0.04, -0.04], [-0.03, -0.07, -0.08], [-0.14, 0.03, -0.22], [-0.06, -0.05, -0.09], [-0.16, -0.02, 0.02], [0.06, -0.02, -0.11], [0.08, 0.27, -0.08], [0.09, -0.04, 0.16], [-0.09, -0.06, -0.13], [-0.08, -0.67, 0.02], [-0.12, 0.19, -0.03], [0.11, -0.02, -0.16], [-0.13, -0.06, 0.19], [-0.04, -0.06, 0.10], [0.07, 0.03, 0.15], [-0.05, -0.06, -0.15], [-0.13, 0.40, 0.02], [0.00, -0.16, 0.06], [-0.04, -0.31, 0.14], [0.20, -0.04, -0.14], [0.05, 0.16, -0.11], [-0.20, 0.38, 0.21], [-0.07, -0.04, -0.01], [-0.04, 0.04, -0.01], [-0.07, 0.08, 0.04], [0.02, -0.05, -0.05], [-0.01, 0.01, -0.04], [-0.01, -0.03, 0.00], [-0.05, -0.05, 0.02], [0.01, -0.03, 0.08], [0.09, 0.02, 0.06], [0.14, 0.04, 0.05], [0.03, 0.00, 0.05], [0.00, -0.05, -0.01], [0.06, -0.05, -0.05], [0.18, -0.01, -0.11], [0.31, -0.01, 0.22], [-0.50, 0.04, -0.48], [0.16, 0.23, 0.10], [-0.29, -0.40, -0.25], [-0.08, 0.13, 0.34], [0.06, -0.15, 0.11], [0.22, -0.04, 0.07], [0.04, 0.12, 0.11], [-0.02, 0.03, -0.10], [-0.13, -0.17, 0.01], [-0.02, -0.07, 0.05], [0.00, 0.07, -0.02], [-0.09, -0.13, 0.25], [-0.03, -0.06, 0.05], [0.04, -0.03, -0.02], [-0.22, 0.36, 0.58], [1.00, -0.14, -1.38], [-0.29, 0.27, 0.13], [-0.28, 0.26, 0.26], [0.33, -0.03, 0.14]],
  "mulliken_charge": [2.49, -0.84, 0.07, -0.56, 0.24, -0.64, -0.54, -0.84, -0.49, 1.19, 0.56, 0.39, 0.51, -0.32, -0.51, -0.30, 0.25, -0.85, -0.47, -0.67, 0.83, -0.83, 0.21, -0.54, -0.48, -0.94, -0.41, 0.37, 0.37, 0.43, 0.35, 0.46, 0.34, 0.48, 0.36, 0.45, 0.51, -0.72, -0.66, -0.21, 0.55, -0.92, -0.53, 1.22, 0.28, -0.68, -0.62, -0.52, -0.69, -0.36, 0.08, -0.32, -0.79, -0.92, -0.38, 0.19, 0.34, 0.40, 0.26, 0.39, 0.39, 0.39, 0.39, 0.36, 0.42, 0.49, 0.45, 0.35, 0.39, 0.28, -0.18, -0.41, 0.34, -0.57, 0.22, 0.20, -0.12, 0.50, -0.33, -0.63, 0.56, 0.33, -0.05, -0.12, 0.14, -0.70, 0.99, -0.77, -0.70, -0.62],
  "lumo_ev": 3.1,
  "charge": -2
}

Record 2
{
  "formula": "C38H38AsCl3OPPt",
  "method": "ωB97M-V/def2-TZVPD",
  "species": ["Pt", "Cl", "C", "C", "C", "Cl", "C", "O", "C", "Cl", "C", "H", "H", "C", "C", "C", "C", "P", "C", "C", "C", "C", "C", "C", "C", "C", "C", "C", "H", "H", "H", "H", "H", "H", "H", "H", "H", "H", "H", "H", "H", "H", "H", "H", "H", "H", "H", "H", "H", "H", "H", "C", "C", "C", "C", "C", "C", "As", "C", "C", "C", "C", "C", "C", "C", "C", "C", "C", "C", "C", "H", "H", "H", "H", "H", "H", "H", "H", "H", "H", "H", "H", "H"],
  "xyz": [[0.66284, -0.17519, 0.23138], [6.68919, -1.38794, 4.07988], [5.11180, -1.44348, 3.43701], [4.94579, -1.30705, 2.04647], [3.68704, -1.35182, 1.53260], [3.42167, -1.23462, -0.16198], [2.51288, -1.53624, 2.37965], [1.34826, -1.55977, 1.94755], [2.76857, -1.67659, 3.80953], [1.41733, -1.87065, 4.82414], [4.03764, -1.62767, 4.31801], [5.80611, -1.18128, 1.41080], [4.21159, -1.73047, 5.37717], [-2.16923, 2.37942, -0.98140], [-1.02894, 2.89739, -0.11236], [-0.90121, 4.41945, -0.24995], [-1.34521, 2.59516, 1.35567], [0.50953, 1.96784, -0.51851], [1.80639, 2.79432, 0.46558], [2.26402, 2.18029, 1.63046], [3.23888, 2.77162, 2.42105], [3.77556, 3.99398, 2.05469], [3.31910, 4.63037, 0.90756], [2.34004, 4.04001, 0.12742], [0.96475, 2.13178, -2.31563], [0.18496, 1.05728, -3.08454], [0.70652, 3.49620, -2.97438], [2.45998, 1.82166, -2.43927], [-3.11510, 2.76388, -0.59575], [-2.22863, 1.29065, -0.96448], [-2.08719, 2.69715, -2.01414], [-1.86417, 4.84902, 0.02355], [-0.67545, 4.75905, -1.26243], [-0.15641, 4.83114, 0.43050], [-2.27153, 3.11541, 1.59651], [-0.56320, 2.96706, 2.01710], [-1.48731, 1.52497, 1.55345], [1.82584, 1.23215, 1.93886], [3.56753, 2.27826, 3.32390], [4.53764, 4.45789, 2.66310], [3.72371, 5.59011, 0.62336], [1.99527, 4.56512, -0.74933], [-0.88126, 1.27798, -3.13694], [0.30890, 0.06265, -2.63753], [0.56726, 1.03533, -4.10442], [-0.34538, 3.76251, -2.99221], [1.03885, 3.44021, -4.01177], [1.25944, 4.31154, -2.51603], [2.74512, 0.91162, -1.91074], [3.09370, 2.62743, -2.07349], [2.67618, 1.67171, -3.49526], [-5.66198, -0.04281, -0.84231], [-5.29195, -0.49163, 0.41501], [-4.00221, -0.95986, 0.63657], [-3.08553, -0.95627, -0.40503], [-3.46210, -0.52015, -1.67149], [-4.75337, -0.06608, -1.89068], [-1.28971, -1.57271, -0.14472], [-1.44238, -3.02462, 1.10353], [-1.61688, -2.96390, 2.47605], [-1.68665, -4.14917, 3.19307], [-1.56508, -5.37018, 2.53772], [-1.36037, -5.42324, 1.16796], [-1.29483, -4.24340, 0.43839], [-1.04798, -4.15007, -1.02361], [-0.86679, -5.22507, -1.88458], [-0.62978, -4.99257, -3.23089], [-0.56459, -3.69572, -3.72799], [-0.74212, -2.61297, -2.87770], [-0.99111, -2.85329, -1.53597], [-6.66742, 0.31652, -1.01144], [-6.00912, -0.48888, 1.22176], [-3.73332, -1.33112, 1.61847], [-2.76333, -0.54533, -2.49843], [-5.05057, 0.26211, -2.87573], [-1.68071, -2.01269, 2.99015], [-1.82777, -4.12815, 4.26283], [-1.62547, -6.28693, 3.10525], [-1.25483, -6.38340, 0.68287], [-0.90951, -6.23868, -1.51314], [-0.49069, -5.82877, -3.89840], [-0.36780, -3.53404, -4.77778], [-0.67366, -1.60377, -3.26416]],
  "forces_ev_per_angstrom": [[1.18, -1.07, 1.92], [0.88, 0.04, 0.33], [-0.77, 0.00, -0.60], [0.61, -0.11, 1.39], [-1.89, -0.39, 1.73], [-0.43, 0.37, -0.52], [4.03, 0.14, 1.17], [-4.04, 0.65, -2.42], [0.07, 0.27, -2.20], [-0.59, -0.10, 0.46], [0.73, 0.11, -0.72], [0.13, 0.02, -0.05], [0.04, 0.00, 0.08], [-0.07, -0.12, 0.08], [-0.16, -0.08, 0.11], [0.14, 0.06, -0.12], [-0.03, -0.19, 0.09], [-0.43, 0.26, -0.61], [0.04, -0.24, 0.14], [-0.19, -0.24, -0.10], [0.01, -0.08, 0.04], [-0.08, -0.05, -0.03], [-0.07, -0.12, 0.04], [0.03, 0.02, -0.25], [0.09, 0.03, -0.03], [-0.07, -0.12, 0.03], [-0.08, -0.11, 0.01], [0.09, -0.14, 0.04], [-0.04, 0.00, 0.02], [0.06, 0.26, 0.07], [0.04, 0.11, -0.21], [-0.09, 0.04, 0.04], [-0.04, -0.09, 0.19], [-0.02, -0.03, 0.01], [-0.06, 0.00, 0.14], [0.02, 0.00, 0.06], [0.01, 0.17, -0.10], [0.07, -0.07, 0.18], [0.04, -0.07, 0.03], [0.04, 0.01, 0.05], [0.00, 0.07, -0.03], [0.01, 0.01, -0.03], [-0.02, 0.00, 0.03], [0.13, 0.28, -0.11], [-0.01, -0.08, -0.10], [-0.12, -0.03, -0.03], [0.04, -0.08, -0.05], [0.01, -0.02, 0.03], [-0.02, -0.08, 0.02], [-0.05, 0.04, 0.03], [0.11, -0.01, -0.10], [-0.06, 0.03, -0.02], [0.11, -0.06, -0.03], [-0.03, 0.10, 0.18], [-0.03, 0.16, -0.18], [-0.22, -0.13, -0.12], [0.12, -0.09, 0.05], [0.28, 0.18, 0.09], [0.30, 0.16, 0.31], [-0.01, 0.09, 0.00], [-0.04, -0.10, -0.10], [-0.02, 0.18, 0.05], [-0.08, 0.07, 0.02], [0.10, -0.02, -0.28], [-0.04, -0.02, 0.30], [-0.03, 0.11, -0.02], [-0.02, 0.14, 0.06], [-0.01, -0.04, 0.01], [0.01, -0.08, -0.02], [0.22, 0.17, -0.33], [-0.03, 0.00, 0.00], [-0.03, -0.01, 0.07], [0.04, 0.03, -0.04], [0.06, 0.01, 0.00], [-0.01, 0.02, -0.06], [0.06, -0.02, 0.00], [0.01, 0.04, 0.07], [0.03, -0.06, 0.03], [0.01, 0.00, -0.06], [0.00, -0.04, 0.02], [0.02, -0.07, -0.07], [0.00, 0.03, -0.05], [-0.04, -0.08, -0.02]],
  "mulliken_charge": [2.61, -0.22, 0.49, -0.85, 0.71, -0.24, -0.47, -0.80, 0.43, -0.20, -0.76, 0.45, 0.46, -2.45, 2.76, -1.75, -1.67, -1.17, 0.88, -0.66, -0.98, -0.71, -0.86, -0.50, 2.45, -2.16, -1.87, -1.74, 0.63, 0.67, 0.27, 0.56, 0.31, 0.38, 0.59, 0.41, 0.11, 0.54, 0.55, 0.43, 0.48, 0.22, 0.21, 0.24, 0.70, 0.45, 0.53, 0.27, 0.19, 0.37, 0.57, -0.66, -0.71, -0.48, 0.59, -0.02, -0.69, 1.43, -0.09, -0.23, -1.00, -0.82, -0.65, 0.19, 0.47, -0.72, -0.80, -1.05, 0.13, -0.18, 0.41, 0.45, 0.37, 0.27, 0.45, 0.61, 0.45, 0.43, 0.41, 0.44, 0.42, 0.45, 0.31],
  "lumo_ev": -5.0,
  "charge": 1,
  "de_lowest_kcal_mol": 37.3
}

| no. | orbital gap (Eh) |
| --- | --- |
| 1 | 0.14666 |
| 2 | 0.16134 |